C4H7N3 | ωB97M-V with the def2-TZVPD basis set

```
14
C4H7N3 (ωB97M-V with the def2-TZVPD basis set)
N 2.16959 -1.16203 0.73830
C 0.98882 -0.47553 0.36934
C 0.35189 0.59313 0.94457
C -0.84294 0.67471 0.11492
N -1.77644 1.74096 0.07731
C -0.83093 -0.34642 -0.93135
N 0.30687 -1.02538 -0.73518
H 2.93324 -0.95637 0.09917
H 2.44140 -0.81782 1.65295
H -1.46433 -0.36011 0.36665
H -1.63969 2.31114 -0.74998
H -1.59620 2.32297 0.88931
H -1.54710 -0.56067 -1.71488
H 0.50582 -1.93859 -1.12113
```

- HOMO level: -7.6363 eV
- Kohn-Sham gap: 0.3062 hartree
- LUMO energy: 0.69 eV
- Molecular weight: 97.1 g/mol
- Charge: 0
- ΔE to the lowest compared entry with this formula, charge and spin: 350.6 kJ/mol